(1)
# C6H10O

A single C6H10O molecule (ωB97M-V/def2-TZVPD, OMol25).

Properties
Calculated total energy   -8428.7835 eV
Max |F|   3.064 eV/Å
Energy above the lowest of the compared OMol25 structures with the same formula, charge and spin   56.66 kcal/mol
Kohn-Sham gap   10.1 eV
LUMO   0.034 Eh

CARTESIAN COORDINATES (ANGSTROEM)
O 1.938 -0.919 1.202
C 1.448 -0.533 -0.057
C 1.123 1.272 -0.304
C -0.119 1.789 -0.346
C -1.478 0.895 0.075
C -1.274 -0.618 0.216
C 0.203 -1.287 -0.476
H 1.195 -1.215 1.747
H 2.310 -0.525 -0.726
H 2.135 1.687 -0.452
H -0.535 2.796 -0.543
H -2.257 1.139 -0.669
H -1.726 1.401 1.023
H -1.261 -0.929 1.276
H -2.007 -1.227 -0.327
H 0.086 -2.302 -0.072
H 0.161 -1.315 -1.578

(2)
# C6H10O

A single C6H10O molecule (ωB97M-V/def2-TZVPD, OMol25).

Properties
Calculated total energy   -8429.7097 eV
Max |F|   0.344 eV/Å
Energy above the lowest of the compared OMol25 structures with the same formula, charge and spin   35.30 kcal/mol
Kohn-Sham gap   10.8 eV
LUMO   0.044 Eh

CARTESIAN COORDINATES (ANGSTROEM)
C 1.795 0.746 -0.194
C 1.434 -0.506 -0.995
C 0.502 -0.803 0.203
C -0.989 -0.549 0.099
C -1.725 -0.153 1.352
C -1.556 0.838 0.237
O 1.138 0.237 0.976
H 2.853 0.952 -0.001
H 1.309 1.655 -0.574
H 2.265 -1.215 -1.055
H 1.001 -0.367 -1.989
H 0.671 -1.790 0.656
H -1.525 -1.223 -0.568
H -1.131 0.024 2.245
H -2.710 -0.574 1.533
H -2.428 1.096 -0.358
H -0.869 1.657 0.426

(3)
# C6H10O

A single C6H10O molecule (ωB97M-V/def2-TZVPD, OMol25).

Properties
Calculated total energy   -8430.1111 eV
Max |F|   1.536 eV/Å
Energy above the lowest of the compared OMol25 structures with the same formula, charge and spin   26.04 kcal/mol
Kohn-Sham gap   9.2 eV
LUMO   0.033 Eh

CARTESIAN COORDINATES (ANGSTROEM)
C -2.472 1.058 -1.005
C -1.432 0.106 -0.507
C -1.444 -1.317 -1.022
C -0.306 0.582 0.028
C 0.804 -0.206 0.566
C 2.017 0.301 0.745
O 2.998 -0.340 1.474
H -2.422 2.006 -0.480
H -3.488 0.648 -0.969
H -2.310 1.203 -2.085
H -1.316 -2.017 -0.200
H -2.314 -1.573 -1.616
H -0.564 -1.472 -1.653
H -0.378 1.619 0.349
H 0.615 -1.206 0.963
H 2.344 1.262 0.353
H 3.507 -0.958 0.931

(4)
# C6H10O

A single C6H10O molecule (ωB97M-V/def2-TZVPD, OMol25).

Properties
Calculated total energy   -8429.9012 eV
Max |F|   0.229 eV/Å
Energy above the lowest of the compared OMol25 structures with the same formula, charge and spin   30.88 kcal/mol
Kohn-Sham gap   10.0 eV
LUMO   0.040 Eh

CARTESIAN COORDINATES (ANGSTROEM)
C -0.345 0.820 -2.357
C 0.455 0.965 -1.307
O -0.003 1.431 -0.113
C 0.800 1.083 1.007
C 0.992 -0.403 1.204
C 0.087 -1.361 0.998
C -1.346 -1.203 0.578
H 0.054 0.487 -3.308
H -1.405 1.041 -2.282
H 1.523 0.739 -1.344
H 0.294 1.539 1.864
H 1.784 1.568 0.916
H 1.988 -0.698 1.531
H 0.413 -2.389 1.157
H -2.002 -1.708 1.299
H -1.516 -1.676 -0.397
H -1.643 -0.156 0.501

(5)
# C6H10O

A 2-piece molecular cluster, C6H10O overall (ωB97M-V/def2-TZVPD, OMol25).

Properties
Calculated total energy   -8424.7833 eV
Max |F|   0.465 eV/Å
Energy above the lowest of the compared OMol25 structures with the same formula, charge and spin   148.90 kcal/mol
Kohn-Sham gap   8.0 eV
LUMO   0.029 Eh

CARTESIAN COORDINATES (ANGSTROEM)
C -0.655 0.099 2.050
C -0.460 0.361 0.675
C 0.804 0.913 0.000
C 0.537 -0.076 -1.143
O 0.744 0.215 -2.476
C 0.428 -1.475 -0.622
C -0.750 -0.534 -0.507
H -0.038 0.601 2.786
H -1.375 -0.646 2.366
H -1.346 1.118 1.230
H -1.468 1.567 0.172
H 1.726 0.789 0.579
H 0.683 1.945 -0.329
H 1.623 -0.106 -2.717
H 0.299 -2.231 -1.392
H 0.968 -1.799 0.267
H -1.720 -0.744 -0.939

(6)
# C6H10O

C6H10O as an isolated structure (ωB97M-V/def2-TZVPD, OMol25).

Properties
Calculated total energy   -8424.3934 eV
Max |F|   1.199 eV/Å
Energy above the lowest of the compared OMol25 structures with the same formula, charge and spin   157.89 kcal/mol
Kohn-Sham gap   9.3 eV
LUMO   0.039 Eh

CARTESIAN COORDINATES (ANGSTROEM)
C -1.861 -0.422 0.802
C -1.631 0.981 0.307
C -0.522 0.028 0.165
C 0.790 -0.282 0.666
C 0.978 -0.096 -0.826
C 2.124 0.815 -0.425
O 1.598 0.869 0.912
H -1.827 -0.528 1.898
H -2.647 -1.048 0.375
H -2.162 1.174 -0.628
H -1.556 1.828 0.974
H -0.557 -1.808 -1.051
H 1.012 -1.170 1.250
H 0.111 -2.011 -1.315
H 0.727 -0.358 -1.826
H 3.093 0.265 -0.355
H 2.330 1.765 -0.925

(7)
# C6H10O

A single C6H10O molecule (ωB97M-V/def2-TZVPD, OMol25).

Properties
Calculated total energy   -8430.8358 eV
Max |F|   0.315 eV/Å
Energy above the lowest of the compared OMol25 structures with the same formula, charge and spin   9.33 kcal/mol
Kohn-Sham gap   11.0 eV
LUMO   0.038 Eh

CARTESIAN COORDINATES (ANGSTROEM)
O 1.003 -0.707 1.634
C 0.311 -1.166 0.475
C 1.021 -0.611 -0.771
C 0.314 0.695 -1.098
C 0.092 1.660 0.034
C -1.003 0.708 -0.364
C -1.121 -0.595 0.407
H 0.330 -0.533 2.303
H 0.309 -2.266 0.478
H 2.092 -0.494 -0.573
H 0.905 -1.313 -1.608
H 0.393 1.089 -2.108
H -0.053 2.705 -0.225
H 0.632 1.485 0.960
H -1.900 1.113 -0.825
H -1.553 -0.474 1.412
H -1.773 -1.295 -0.131

(8)
# C6H10O

A single C6H10O molecule (ωB97M-V/def2-TZVPD, OMol25).

Properties
Calculated total energy   -8430.5027 eV
Max |F|   0.454 eV/Å
Energy above the lowest of the compared OMol25 structures with the same formula, charge and spin   17.01 kcal/mol
Kohn-Sham gap   10.9 eV
LUMO   0.040 Eh

CARTESIAN COORDINATES (ANGSTROEM)
O -2.904 0.118 0.823
C -2.541 -0.777 0.099
C -1.102 -1.163 -0.141
C -0.108 -0.388 0.726
C 1.167 -0.035 -0.005
C 1.149 1.110 -0.980
C 1.880 1.243 0.327
H -3.287 -1.375 -0.467
H -1.021 -2.252 -0.010
H -0.914 -0.986 -1.212
H 0.123 -0.966 1.629
H -0.596 0.532 1.069
H 1.797 -0.883 -0.274
H 1.740 1.035 -1.889
H 0.215 1.657 -1.099
H 2.965 1.251 0.310
H 1.437 1.878 1.091